No. 1
ORCA calculation (the ωB97M-V functional and the def2-TZVPD basis) on a single C2H4N2 molecule in a non-equilibrium geometry.

Each line ends with the Mulliken charge.
Positions of all 8 atoms, in Å:
1 C 1.4230 0.0663 -0.1144  -0.261
2 C -1.4170 0.0917 0.1218  -0.415
3 H 2.4680 -0.1085 0.2508  0.263
4 H 1.0981 1.0506 -0.6524  0.268
5 H -1.1673 0.7473 0.8412  0.420
6 H -2.3860 0.0648 -0.4476  0.242
7 N 0.6679 -0.9288 0.2137  -0.288
8 N -0.6867 -0.9833 -0.2131  -0.230

As for the highest occupied orbital energy: -0.3620 hartree. Its HOMO-LUMO gap is 10.46 eV. As for the charge: 0. Its max |F| is 7.7 eV/A. As for the SMILES: C=NN=C.

---

No. 2
ORCA calculation (the ωB97M-V functional and the def2-TZVPD basis) on a single C2H4N2 molecule in a non-equilibrium geometry.

Each line ends with the Mulliken spin population.
Positions of all 8 atoms, in Å:
1 C 0.7735 -0.3043 0.0344  0.282
2 C -0.7638 0.3203 0.0342  0.273
3 N 2.0079 0.1895 0.0449  0.615
4 N -1.9903 -0.1892 0.0462  0.611
5 H 0.6475 -1.3951 -0.0088  0.087
6 H -0.6487 1.4114 -0.0074  0.086
7 H 2.6877 -0.5638 0.0058  0.024
8 H -2.6885 0.5461 -0.0019  0.023

As for the highest occupied orbital energy (spin up / spin down): -0.2423 / -0.3439 hartree. Its HOMO-LUMO gap (spin up / spin down) is 7.73 / 5.40 eV. Its expectation value of S² is 2.03. As for the charge: 0. As for the multiplicity: 3. Its max |F| is 3.9 eV/A.